Here is the molecule C4H6O2 in a non-equilibrium geometry from the Open Molecules 2025 dataset. Energies are from wB97M-V/def2-TZVPD.

```
! wB97M-V def2-TZVPD RIJCOSX def2/J DEFGRID3
* xyz 0 1
O -1.154 0.892 -0.232
O -1.423 -1.274 0.293
C -1.747 -0.302 -0.356
C 1.004 0.301 -0.356
C 1.462 -0.900 -0.060
C -0.021 0.995 0.524
H -2.664 -0.354 -1.002
H 1.175 0.831 -1.355
H 0.162 2.053 0.745
H 2.204 -1.367 -0.709
H -0.192 0.521 1.567
H 1.194 -1.397 0.940
*
```

## Properties
Electronic energy   -8338.746 eV
E_HOMO   -9.96 eV
HOMO-LUMO gap   0.404 Ha
SMILES   C=CCOC=O
Relative energy (zero: lowest compared OMol25 entry of this formula, charge and spin)   1.7149 eV

=====

Here is a 2-piece molecular cluster, C4H6O2 overall from the Open Molecules 2025 dataset. Energies are from wB97M-V/def2-TZVPD.

```
! wB97M-V def2-TZVPD RIJCOSX def2/J DEFGRID3
* xyz 0 1
O -0.939 1.369 0.015
O -1.593 -0.586 -0.891
C 1.478 -0.133 -0.220
C 0.499 -0.958 0.598
C -1.742 0.657 -0.615
C 0.572 0.385 0.820
H 2.546 -0.080 0.002
H -0.694 -0.933 -0.292
H 0.593 -1.784 1.292
H 1.242 0.026 -1.275
H -2.678 1.109 -0.983
H 0.641 1.120 1.607
*
```

## Properties
Electronic energy   -8336.425 eV
E_HOMO   -8.74 eV
HOMO-LUMO gap   0.356 Ha
SMILES   C1=CC1.O=CO
Relative energy (zero: lowest compared OMol25 entry of this formula, charge and spin)   4.0364 eV

=====

Here is a 2-piece molecular cluster, C4H6O2 overall in a non-equilibrium geometry from the Open Molecules 2025 dataset. Energies are from wB97M-V/def2-TZVPD.

```
! wB97M-V def2-TZVPD RIJCOSX def2/J DEFGRID3
* xyz 0 1
O 0.732 2.012 -0.436
O 1.375 -0.681 -0.093
C 0.074 -0.515 0.045
C -0.470 -0.100 1.235
C -0.744 -0.604 -1.218
C 1.181 1.212 0.170
H 2.143 1.078 0.735
H 0.051 -0.234 2.175
H -1.621 0.050 -1.188
H -0.144 -0.359 -2.102
H -1.538 0.116 1.276
H -1.078 -1.641 -1.325
*
```

## Properties
Electronic energy   -8336.610 eV
E_HOMO   -8.74 eV
HOMO-LUMO gap   0.339 Ha
Relative energy (zero: lowest compared OMol25 entry of this formula, charge and spin)   3.8510 eV

=====

Here is the molecule C4H6O2 in a non-equilibrium geometry from the Open Molecules 2025 dataset. Energies are from wB97M-V/def2-TZVPD.

```
! wB97M-V def2-TZVPD RIJCOSX def2/J DEFGRID3
* xyz 0 1
O -2.076 1.446 -0.364
O 1.380 -1.257 0.700
C 0.469 -0.696 -0.160
C 0.366 1.106 -0.328
C -0.929 -0.619 0.380
C -1.082 0.822 -0.091
H 0.653 -0.591 -1.217
H 0.926 1.437 0.536
H 2.249 -1.314 0.284
H -1.690 -1.309 0.015
H -0.873 -0.672 1.475
H 0.587 1.766 -1.198
*
```

## Properties
Electronic energy   -8337.905 eV
E_HOMO   -9.21 eV
HOMO-LUMO gap   0.360 Ha
SMILES   O=C1CC(O)C1
Relative energy (zero: lowest compared OMol25 entry of this formula, charge and spin)   2.5558 eV

=====

Here is C4H6O2 as an isolated structure from the Open Molecules 2025 dataset. Energies are from wB97M-V/def2-TZVPD.

```
! wB97M-V def2-TZVPD RIJCOSX def2/J DEFGRID3
* xyz 0 1
O -0.190 1.274 -0.803
O -0.511 1.444 1.666
C -0.075 0.786 0.777
C -0.896 -0.935 -0.006
C 1.158 0.009 0.377
C 0.231 -0.470 -0.726
H -0.709 -1.543 0.874
H 0.507 -0.616 -1.769
H -1.834 -1.140 -0.520
H -1.139 1.294 -1.009
H 1.976 0.660 0.064
H 1.482 -0.763 1.077
*
```

## Properties
Electronic energy   -8336.074 eV
E_HOMO   -8.29 eV
HOMO-LUMO gap   0.334 Ha
Relative energy (zero: lowest compared OMol25 entry of this formula, charge and spin)   4.3875 eV

=====

Here is the molecule C4H6O2 from the Open Molecules 2025 dataset. Energies are from wB97M-V/def2-TZVPD.

```
! wB97M-V def2-TZVPD RIJCOSX def2/J DEFGRID3
* xyz 0 1
O 1.609 1.373 0.987
O -2.664 0.329 -0.715
C 0.401 -0.446 0.110
C -0.487 -0.502 -0.855
C -1.792 -0.673 -0.963
C 1.756 0.161 0.254
H -2.136 1.107 -0.472
H 2.392 -0.550 0.800
H 0.008 -0.810 1.064
H 2.236 0.418 -0.692
H -2.271 -1.615 -1.192
H 0.948 1.207 1.673
*
```

## Properties
Electronic energy   -8337.273 eV
E_HOMO   -9.04 eV
HOMO-LUMO gap   0.356 Ha
SMILES   OC=C=CCO
Relative energy (zero: lowest compared OMol25 entry of this formula, charge and spin)   3.1880 eV

=====

Here is C4H6O2 as an isolated structure from the Open Molecules 2025 dataset. Energies are from wB97M-V/def2-TZVPD.

```
! wB97M-V def2-TZVPD RIJCOSX def2/J DEFGRID3
* xyz 0 1
O -2.301 -0.976 1.331
O -0.167 1.781 -0.319
C 1.800 0.438 -0.535
C -0.466 -0.479 0.214
C -1.882 -0.318 0.331
C 0.337 0.670 -0.222
H 2.355 1.366 -0.380
H 2.229 -0.364 0.074
H -1.051 -1.066 1.479
H -2.579 0.274 -0.265
H 1.900 0.153 -1.589
H -0.176 -1.480 -0.117
*
```

## Properties
Electronic energy   -8337.121 eV
E_HOMO   -9.30 eV
HOMO-LUMO gap   0.345 Ha
Relative energy (zero: lowest compared OMol25 entry of this formula, charge and spin)   3.3401 eV

=====

Here is C4H6O2 as an isolated structure from the Open Molecules 2025 dataset. Energies are from wB97M-V/def2-TZVPD.

```
! wB97M-V def2-TZVPD RIJCOSX def2/J DEFGRID3
* xyz 0 1
O -0.459 1.126 -1.608
O 0.989 -1.076 -0.376
C 1.069 0.212 0.220
C -0.357 0.136 0.762
C -0.314 -1.275 0.195
C 0.016 1.126 -0.302
H 2.017 0.505 0.663
H 0.105 2.140 0.083
H -1.018 0.351 -1.735
H -0.283 -2.041 0.978
H -1.060 -1.564 -0.559
H -0.793 0.407 1.718
*
```

## Properties
Electronic energy   -8337.504 eV
E_HOMO   -9.26 eV
HOMO-LUMO gap   0.373 Ha
Relative energy (zero: lowest compared OMol25 entry of this formula, charge and spin)   2.9570 eV